Here is a molecular structure, C26H48Cl3EuN5O3PSi in a non-equilibrium geometry from the Open Molecules 2025 dataset. Energies are from ωB97M-V/def2-TZVPD.

For the HOMO energy (spin up / spin down), the calculation gives -4.428 / -3.992 eV. For the strongest force on any atom, the calculation gives 0.102 Eh/bohr. As for the LUMO energy (spin up / spin down): 0.186 / 0.184 eV. As for the frontier orbital gap (spin up / spin down): 4.61 / 4.18 eV. As for the multiplicity: 7. The calculated total energy comes out at -4240.749651 a.u. The expectation value of S² is 12.06.

The geometry in XYZ format:
```
88
Properties=species:S:1:pos:R:3:forces:R:3
H 0.989 -1.939 2.684 -0.197 0.188 0.235
Cl 3.181 1.625 -2.644 0.037 -0.174 -1.502
H 2.605 -1.011 4.267 -0.280 0.133 0.295
H 3.936 -4.318 -0.003 -0.010 0.024 -0.073
H 2.445 0.646 2.592 -0.375 0.166 0.302
H -1.489 -1.174 5.273 0.325 0.122 0.124
C 1.814 -0.570 4.896 -0.828 0.612 -0.077
H 2.589 -1.606 -2.617 0.455 -0.007 0.246
H 0.831 1.396 6.430 -0.065 0.098 -0.455
H 1.952 5.706 2.086 -0.072 -0.166 0.285
C -0.534 -0.660 5.464 0.447 0.743 -0.490
H -1.104 6.001 3.544 -0.116 -0.213 -0.175
H -0.358 -4.011 -5.727 -0.400 -0.146 0.429
H -0.735 3.751 -3.335 -0.002 -0.313 0.032
C -1.356 -3.508 -3.841 -0.306 0.646 0.069
Cl 4.676 3.276 0.226 0.416 0.284 0.465
H -3.130 2.806 -1.656 -0.026 -0.252 -0.221
H 4.057 -0.748 -2.068 -0.263 -0.489 0.054
H -1.917 2.663 -5.498 -0.031 -0.153 0.270
H -3.569 -1.580 -0.697 0.379 -0.302 0.158
C -2.034 -1.669 -5.364 0.341 -0.321 -0.167
C -1.968 -1.315 -2.804 0.000 0.389 -0.200
C 0.201 -1.417 3.250 0.121 0.940 1.038
H -0.269 2.859 -1.868 0.188 0.056 -0.079
H -2.715 1.102 -5.616 0.042 -0.014 -0.134
H -2.195 0.442 3.667 0.418 0.272 0.014
C -1.056 -4.436 -4.978 0.179 -0.428 -0.180
C -0.293 -2.400 -1.227 -0.226 -0.133 -0.005
C -1.243 0.994 3.786 0.922 -0.414 0.528
C -2.352 -2.807 0.636 0.372 -0.252 0.230
C -2.594 -2.046 -0.505 0.403 -0.447 -0.263
H 1.804 4.420 3.327 -0.027 0.321 -0.187
H 4.193 -2.380 -2.827 -0.132 0.339 0.059
H 0.483 -2.207 -1.983 -0.370 -0.186 0.468
H -0.931 -4.080 1.675 -0.063 0.258 -0.264
C -1.179 5.576 2.539 -0.236 -0.041 -0.205
C 3.548 -3.916 -0.940 -0.065 0.174 0.191
H 0.467 2.544 5.087 0.120 -0.273 0.065
H 4.201 -4.227 -1.758 -0.038 0.074 0.200
H 2.071 -0.662 5.965 -0.008 0.005 -0.434
H 3.058 -2.526 1.116 0.144 0.275 -0.157
H -3.064 -1.170 -2.793 0.198 0.355 0.131
H -1.982 -4.724 -5.503 0.315 -0.066 0.063
C 1.597 1.114 3.132 -0.690 -0.405 0.703
C -0.056 -3.164 -0.085 -0.238 -0.242 0.025
H -2.942 -1.052 -5.350 0.253 -0.163 0.010
Cl -0.459 0.601 0.656 -1.155 1.153 -5.001
Si -1.807 1.454 -3.270 1.556 1.505 -0.275
C -1.878 1.622 -5.149 -0.650 0.121 -0.264
C 3.187 -1.834 0.263 -0.078 1.297 -0.579
C -1.591 -1.940 -1.473 -0.253 0.618 -0.056
N 1.710 0.887 4.582 0.464 0.000 0.814
C -0.438 2.765 -2.947 -0.291 -0.895 0.214
H -3.144 -2.959 1.371 0.200 0.026 -0.158
H -0.744 -1.966 3.112 0.303 0.221 0.058
H 1.572 2.190 2.889 0.014 -0.417 0.131
N 3.508 -2.451 -0.883 -0.244 0.074 0.346
C -1.100 -3.419 0.820 -0.157 0.403 -0.191
H -1.421 2.068 3.605 0.082 -0.373 -0.036
H 0.911 -3.659 0.066 -0.361 0.352 0.016
C 3.591 -1.742 -2.168 -0.014 0.110 -0.072
O -1.278 -0.065 -2.980 0.251 -1.421 0.084
C -3.165 1.769 -2.026 -0.747 0.185 -0.081
Eu 2.619 1.757 -0.200 -0.484 -0.005 0.773
C -1.723 -2.224 -4.002 0.256 -0.716 0.641
H -4.177 1.583 -2.409 0.088 0.044 0.140
N 0.040 4.824 2.246 -0.152 0.144 -0.133
N -0.706 0.795 5.146 -0.295 -0.318 0.845
H 0.501 2.445 -3.434 -0.315 0.241 0.276
N 0.539 -1.299 4.679 0.463 -0.730 0.821
C 0.580 1.484 5.357 0.204 -0.768 -0.469
O 3.026 -0.591 0.393 0.203 -2.096 0.005
H -0.591 -5.343 -4.561 -0.191 0.176 -0.377
H -0.261 -0.730 6.531 -0.190 -0.019 -0.413
H -0.942 1.198 -5.555 -0.342 0.096 0.348
H -1.323 -3.958 -2.841 0.207 0.382 -0.459
H 1.036 6.018 3.607 0.256 -0.187 -0.169
H -1.205 -1.070 -5.766 -0.286 -0.055 0.124
H -0.947 3.729 0.816 0.325 -0.024 -0.030
H 2.553 -4.336 -1.113 0.065 0.019 -0.115
O 1.096 3.385 0.827 -1.794 1.117 0.741
H -3.007 1.116 -1.154 0.084 0.103 -0.281
C 0.052 3.947 1.237 1.373 -0.743 -0.341
P 0.021 0.303 2.644 0.340 -0.941 1.482
H -2.185 -2.525 -6.037 -0.100 0.461 -0.002
H -2.043 4.900 2.484 0.180 0.254 0.096
C 1.295 5.270 2.851 0.046 -0.052 -0.081
H -1.340 6.402 1.828 0.130 -0.217 0.208
```
Positions in Å, forces in eV/Å.

Per-atom Mulliken charges, elementary charge units: number 1, H, carries 0.09; number 2, Cl, carries -0.63; number 3, H, carries 0.40; number 4, H, carries 0.34; number 5, H, carries 0.38; number 6, H, carries 0.37; number 7, C, carries -0.95; number 8, H, carries 0.25; number 9, H, carries 0.30; number 10, H, carries 0.31; number 11, C, carries -0.88; number 12, H, carries 0.33; number 13, H, carries 0.34; number 14, H, carries 0.33; number 15, C, carries 0.17; number 16, Cl, carries -0.66; number 17, H, carries 0.36; number 18, H, carries 0.28; number 19, H, carries 0.38; number 20, H, carries 0.33; number 21, C, carries -1.38; number 22, C, carries -0.37; number 23, C, carries -0.49; number 24, H, carries -0.30; number 25, H, carries 0.37; number 26, H, carries 0.28; number 27, C, carries -1.70; number 28, C, carries 0.28; number 29, C, carries -0.83; number 30, C, carries -0.71; number 31, C, carries -0.67; number 32, H, carries 0.28; number 33, H, carries 0.32; number 34, H, carries 0.27; number 35, H, carries 0.45; number 36, C, carries -0.97; number 37, C, carries -0.88; number 38, H, carries 0.33; number 39, H, carries 0.33; number 40, H, carries 0.27; number 41, H, carries 0.36; number 42, H, carries 0.45; number 43, H, carries 0.38; number 44, C, carries 0.17; number 45, C, carries -0.43; number 46, H, carries 0.24; number 47, Cl, carries 0.22; number 48, Si, carries 0.45; number 49, C, carries -1.24; number 50, C, carries -0.04; number 51, C, carries 0.98; number 52, N, carries 0.08; number 53, C, carries -0.44; number 54, H, carries 0.39; number 55, H, carries 0.26; number 56, H, carries -0.60; number 57, N, carries 0.17; number 58, C, carries -0.91; number 59, H, carries 0.34; number 60, H, carries 0.14; number 61, C, carries -0.85; number 62, O, carries -0.09; number 63, C, carries -0.95; number 64, Eu, carries 1.07; number 65, C, carries 0.40; number 66, H, carries 0.36; number 67, N, carries 0.30; number 68, N, carries 0.06; number 69, H, carries 0.19; number 70, N, carries 0.10; number 71, C, carries -0.82; number 72, O, carries -0.49; number 73, H, carries 0.38; number 74, H, carries 0.30; number 75, H, carries 0.29; number 76, H, carries 0.41; number 77, H, carries 0.33; number 78, H, carries 0.18; number 79, H, carries 0.39; number 80, H, carries 0.31; number 81, O, carries -0.47; number 82, H, carries 0.15; number 83, C, carries -0.12; number 84, P, carries 0.54; number 85, H, carries 0.46; number 86, H, carries 0.35; number 87, C, carries -0.90; number 88, H, carries 0.35


Here is a single C26H27N3O5S molecule from the Open Molecules 2025 dataset. Energies are from ωB97M-V/def2-TZVPD.

For the HOMO energy, the calculation gives -8.045 eV. For the strongest force on any atom, the calculation gives 0.019 Eh/bohr. As for the LUMO energy: -0.512 eV. As for the frontier orbital gap: 7.53 eV. The calculated total energy comes out at -1945.588296 a.u. Its structure (SMILES) is CC(=O)c1ccc(N2CCN(C(=O)/C=C/c3ccc(S(=O)(=O)NCc4ccco4)cc3)CC2)cc1.

The geometry in XYZ format:
```
62
Properties=species:S:1:pos:R:3:forces:R:3
C 8.619 1.799 0.783 0.867 -0.001 -0.033
C -4.008 2.023 -0.942 -0.136 0.471 0.075
H -3.814 -0.646 -1.003 0.087 -0.042 0.057
H 3.193 2.436 -0.740 -0.002 0.103 0.004
C -8.661 0.515 0.606 -0.070 -0.302 -0.111
C 2.109 -0.771 -0.687 0.115 0.097 -0.009
O -10.209 -2.699 -0.066 -0.005 0.086 0.010
H -5.561 -1.749 0.394 0.091 -0.020 -0.013
O 7.399 1.290 1.014 -0.487 0.085 0.049
H -3.687 2.999 -1.309 -0.101 -0.135 -0.004
C 7.572 0.055 1.527 0.622 -0.495 0.528
H 8.668 2.787 0.369 -0.098 0.134 -0.052
H 10.645 1.050 1.072 0.205 0.112 -0.052
C -7.412 1.061 0.785 0.138 0.180 -0.046
H 5.473 -0.133 1.714 0.060 0.007 0.244
C -6.248 0.278 0.712 -0.357 -0.110 0.074
C -8.819 -0.848 0.348 0.603 -0.076 0.049
H -7.338 2.113 1.013 0.019 0.063 0.036
H -4.713 1.573 -1.650 0.006 0.028 0.036
O 5.938 -2.782 -1.393 -0.223 -0.122 0.064
C -6.414 -1.093 0.466 0.193 0.036 0.004
H -3.995 2.648 1.128 -0.063 0.040 -0.052
C 6.358 -0.767 1.816 0.104 0.512 -0.034
H -7.780 -2.688 0.089 -0.008 -0.074 -0.011
H 6.392 -1.164 2.835 -0.077 0.068 -0.161
H -9.521 1.163 0.679 -0.100 0.063 0.010
N -5.014 0.849 0.949 0.168 0.050 0.290
H -4.050 -0.922 1.501 0.025 0.037 0.020
O 7.097 -0.627 -1.153 -0.348 0.217 0.077
C 0.783 1.350 -0.696 -0.739 0.102 -0.041
C 2.042 0.627 -0.703 0.556 -0.277 -0.003
C 3.330 -1.415 -0.703 -0.152 -0.141 -0.033
C 4.458 0.714 -0.756 0.199 0.028 -0.049
H -11.291 0.149 -0.575 -0.005 0.130 -0.021
H -11.440 -0.157 1.161 -0.013 0.117 0.065
C -4.684 2.160 0.431 0.060 0.200 -0.385
C -10.123 -1.505 0.137 -0.378 0.012 -0.022
C 4.491 -0.667 -0.742 0.522 -0.076 0.042
H -12.234 -1.239 0.001 0.019 -0.013 0.002
C -11.354 -0.628 0.184 -0.099 -0.307 -0.063
H 3.410 -2.491 -0.697 -0.101 -0.154 0.017
H -5.574 2.777 0.331 0.052 0.000 0.056
O -1.479 2.955 -1.120 0.150 0.156 0.048
C -3.820 0.044 1.054 0.142 -0.298 -0.216
C -3.134 -0.129 -0.315 -0.030 -0.266 0.367
H 0.844 2.412 -0.492 -0.055 0.087 -0.013
N -2.835 1.177 -0.854 -0.145 0.029 -0.108
H 6.881 -2.609 1.028 0.110 -0.215 -0.119
N 6.178 -1.893 0.914 -0.375 -0.014 -0.899
H 9.344 -1.127 2.004 0.039 -0.227 0.092
H -0.576 -0.186 -1.210 0.058 -0.144 0.021
C -7.666 -1.633 0.290 -0.329 0.089 0.000
H -2.230 -0.720 -0.192 -0.041 0.002 -0.047
H 5.389 1.258 -0.789 0.073 0.127 0.004
C 8.903 -0.225 1.630 -0.716 0.064 0.115
H 1.202 -1.353 -0.650 -0.082 -0.072 0.011
S 6.057 -1.519 -0.729 0.157 -0.352 0.407
C 3.235 1.358 -0.729 -0.255 -0.144 -0.007
C -1.604 1.751 -0.959 -0.139 0.191 -0.061
C -0.432 0.848 -0.941 0.576 0.048 0.031
C 9.586 0.916 1.144 -0.275 0.397 -0.207
H -3.128 0.570 1.722 -0.010 -0.093 -0.035
```
Positions in Å, forces in eV/Å.

Per-atom Mulliken charges, elementary charge units: number 1, C, carries -0.49; number 2, C, carries -0.97; number 3, H, carries 0.24; number 4, H, carries 0.40; number 5, C, carries -0.84; number 6, C, carries -0.80; number 7, O, carries -0.62; number 8, H, carries 0.25; number 9, O, carries -0.22; number 10, H, carries 0.54; number 11, C, carries 0.65; number 12, H, carries 0.47; number 13, H, carries 0.42; number 14, C, carries -0.68; number 15, H, carries 0.34; number 16, C, carries 1.57; number 17, C, carries 0.10; number 18, H, carries 0.38; number 19, H, carries 0.29; number 20, O, carries -0.73; number 21, C, carries -0.11; number 22, H, carries 0.39; number 23, C, carries -1.04; number 24, H, carries 0.43; number 25, H, carries 0.46; number 26, H, carries 0.33; number 27, N, carries 0.04; number 28, H, carries 0.54; number 29, O, carries -0.62; number 30, C, carries -0.40; number 31, C, carries 1.21; number 32, C, carries -0.73; number 33, C, carries -0.35; number 34, H, carries 0.38; number 35, H, carries 0.37; number 36, C, carries -0.76; number 37, C, carries 1.17; number 38, C, carries -0.08; number 39, H, carries 0.34; number 40, C, carries -1.40; number 41, H, carries 0.44; number 42, H, carries 0.30; number 43, O, carries -0.68; number 44, C, carries -1.30; number 45, C, carries -0.41; number 46, H, carries 0.40; number 47, N, carries 0.03; number 48, H, carries 0.33; number 49, N, carries -0.33; number 50, H, carries 0.47; number 51, H, carries 0.64; number 52, C, carries -1.51; number 53, H, carries 0.48; number 54, H, carries 0.50; number 55, C, carries -0.51; number 56, H, carries 0.35; number 57, S, carries 1.33; number 58, C, carries -0.73; number 59, C, carries 0.40; number 60, C, carries -0.58; number 61, C, carries -0.43; number 62, H, carries 0.37


Which value of strongest force on any atom does entry 1 give? 0.102 Eh/bohr


Among the records above, which one has the highest strongest force on any atom? C26H48Cl3EuN5O3PSi


What is the calculated total energy in the first record? -4240.749651 a.u.